No. 1
This record from OMol25 describes C16H17ClFeN9O2S as an isolated structure. The level of theory is ωB97M-V/def2-TZVPD.

Output
Charge: +1
<S²>: 6.0096
2S+1: 5
LUMO energy (alpha / beta), eV: -3.04 / -3.25
Kohn-Sham gap (alpha / beta), eV: 8.37 / 8.15

Positions of all 47 atoms, in Å:
Fe1 -0.23515 0.72263 1.47235
N1 2.52936 2.64865 2.08684
N2 1.73001 3.68179 1.59051
C1 0.43400 3.84443 1.79566
N3 -0.12332 4.96805 1.34651
S1 -0.57064 2.74471 2.67113
H1 2.23648 2.44042 3.03530
H2 2.39518 1.84004 1.48234
H3 2.24183 4.37631 1.06677
H4 0.41417 5.70505 0.91974
H5 -1.10747 5.11216 1.49068
N4 -3.37798 0.76204 0.43061
C2 -3.01867 -0.50741 0.66583
N5 -3.93251 -1.45872 0.53113
C3 -3.49310 -2.70030 0.73979
N6 -4.37739 -3.69590 0.65743
N7 -2.20977 -3.04826 1.01637
C4 -1.41046 -2.02502 1.16488
N8 -1.73360 -0.73805 1.04173
C5 0.02431 -2.28187 1.48280
C6 0.57633 -3.54253 1.39167
C7 1.92569 -3.69042 1.67305
C8 2.66501 -2.57705 2.03922
C9 2.02844 -1.35209 2.10395
N9 0.73096 -1.20457 1.82919
H6 -4.30495 0.91525 0.07256
H7 -2.65354 1.42693 0.20769
H8 -5.33607 -3.49104 0.43927
H9 -4.07009 -4.64400 0.77835
H10 -0.05030 -4.37389 1.10333
H11 2.39408 -4.66413 1.60699
H12 3.71937 -2.64947 2.26859
H13 2.57301 -0.45885 2.38232
Cl1 1.69144 -0.11896 -6.62844
C10 1.33684 0.21774 -4.96833
C11 2.35700 0.15571 -4.03211
C12 2.06638 0.42086 -2.70508
C13 0.77106 0.74961 -2.32159
C14 -0.24115 0.80971 -3.27396
C15 0.03815 0.54265 -4.60379
C16 0.47406 1.01491 -0.89135
O1 1.36715 0.85702 -0.00021
O2 -0.69735 1.33598 -0.54037
H14 3.35997 -0.09751 -4.34596
H15 2.84427 0.37427 -1.95429
H16 -1.24462 1.06737 -2.96186
H17 -0.73643 0.58579 -5.35728

Results of the Mulliken charge analysis, in e, for atoms 1 through 4: -0.081, -0.788, 0.034, 0.824



No. 2
This record from OMol25 describes a 2-piece molecular cluster, C16H17N overall. The level of theory is ωB97M-V/def2-TZVPD.

Output
LUMO energy, eV: 0.79
Kohn-Sham gap, eV: 8.57
SMILES: Cc1c[nH]c2ccccc12.Cc1ccccc1

Positions of all 34 atoms, in Å:
C1 3.64299 -1.46192 -1.26060
C2 3.53681 -0.02405 -0.82120
C3 3.65413 0.98531 -1.74099
N1 3.25518 2.17152 -1.17410
C4 2.92522 1.95652 0.13575
C5 2.33962 2.81458 1.07827
C6 1.90421 2.26780 2.26786
C7 1.97045 0.89163 2.48704
C8 2.46383 0.00861 1.54158
C9 2.98247 0.56106 0.35821
H1 2.69555 -1.77554 -1.69672
H2 3.84303 -2.13153 -0.41967
H3 4.51803 -1.65352 -1.88294
H4 4.12615 0.89450 -2.70147
H5 3.10058 3.06497 -1.60378
H6 2.43443 3.88419 0.93897
H7 1.63034 2.95885 3.04934
H8 1.64782 0.38028 3.38688
H9 2.51303 -1.05792 1.70969
C10 -3.44002 -2.46336 -1.87577
C11 -3.72019 -1.48956 -0.74945
C12 -4.42538 -0.30852 -0.96965
C13 -4.59849 0.55894 0.10478
C14 -3.95896 0.32666 1.31347
C15 -3.06203 -0.71942 1.47459
C16 -2.96814 -1.62560 0.40162
H10 -3.86773 -3.43890 -1.64698
H11 -2.36715 -2.56794 -2.01341
H12 -3.89225 -2.15093 -2.81878
H13 -4.85059 -0.06019 -1.93125
H14 -5.38254 1.30505 0.13007
H15 -4.09089 1.09131 2.07487
H16 -2.33276 -0.79357 2.26962
H17 -2.22676 -2.39933 0.58414

Results of the Mulliken charge analysis, in e, for atoms 1 through 4: -1.333, 0.569, -0.666, -0.061



Calculated values (kcal/mol) of relative energy (zero: lowest compared OMol25 entry of this formula, charge and spin) for the records, taken in order: 15.20; 20.64.
Calculated values (eV) of E for the records, taken in order: -92118.0740; -18357.4470.
Calculated values (eV/A) of maximum force for the records, taken in order: 0.73; 2.10.